# C37H78FN6O13S

A cluster of 9 separate species, C37H78FN6O13S in total at a distorted geometry (ωB97M-V/def2-TZVPD, the OMol25 dataset).

Each atom is followed by the atoms it is bonded to, with distances in Å.
CARTESIAN COORDINATES (ANGSTROEM)
1 C -1.1919 3.5792 -0.9240  N2 1.482, H27 1.101, H28 1.096, H29 1.093
2 N -1.5866 2.3692 -1.6834  C1 1.482, C3 1.460, H30 1.016
3 C -2.0369 1.3063 -0.7889  N2 1.460, N4 1.507, H31 1.099, H32 1.097
4 N -2.1627 0.0445 -1.6026  C3 1.507, C5 1.494, C8 1.405
5 C -3.5845 -0.4015 -1.5016  N4 1.494, C6 1.562, H33 1.095, H34 1.098
6 C -4.5608 0.5330 -2.2850  C5 1.562, N7 1.467, H35 1.096, H36 1.093
7 N -5.8060 0.8090 -1.5593  C6 1.467, H37 1.013, H38 1.013
8 C -1.3211 -0.9662 -1.1094  N4 1.405, N9 1.395, N21 1.299
9 N -1.8664 -1.9566 -0.2929  C8 1.395, C10 1.478, C13 1.473
10 C -1.8394 -3.3126 -0.8805  N9 1.478, C11 1.551, H39 1.100, H40 1.102
11 C -3.2196 -4.0175 -0.8173  C10 1.551, F12 1.386, H41 1.095, H42 1.094
12 F -3.6231 -4.3126 -2.1099  C11 1.386
13 C -1.4445 -1.9098 1.1174  N9 1.473, C14 1.548, H43 1.104, H44 1.096
14 C -1.9813 -0.6951 1.9126  C13 1.548, C15 1.572, H45 1.094, H46 1.093
15 C -2.0414 -1.0680 3.4389  C14 1.572, C16 1.566, H47 1.109, H48 1.091
16 C -0.8605 -0.4185 4.2365  C15 1.566, S17 1.800, H49 1.093, H50 1.093
17 S 0.3967 -1.6325 4.6662  C16 1.800, O18 1.430, O19 1.416, O20 1.615
18 O -0.1873 -2.6813 5.4438  S17 1.430
19 O 1.3803 -0.9484 5.4210  S17 1.416
20 O 1.1475 -2.2183 3.3620  S17 1.615, H51 0.976
21 N -0.0861 -0.9272 -1.5114  C8 1.299, N22 1.397, C23 1.484
22 N 0.8249 -1.9094 -1.1135  N21 1.397, H52 1.011, H53 1.012
23 C 0.4515 0.1178 -2.4174  N21 1.484, C24 1.540, H54 1.092, H55 1.092
24 C 1.7946 -0.3838 -2.9795  C23 1.540, O25 1.151, O26 1.383
25 O 2.8230 0.0453 -2.6919  C24 1.151
26 O 1.6998 -1.4206 -3.8894  C24 1.383, H56 0.968
27 H -2.0592 3.9190 -0.3364  C1 1.101
28 H -0.3304 3.3312 -0.2942  C1 1.096
29 H -0.9017 4.3302 -1.6638  C1 1.093
30 H -2.3307 2.6300 -2.3234  N2 1.016
31 H -2.9833 1.5775 -0.3009  C3 1.099
32 H -1.2172 1.1873 -0.0704  C3 1.097
33 H -3.7213 -1.4121 -1.9000  C5 1.095
34 H -3.9144 -0.4393 -0.4555  C5 1.098
35 H -4.8257 0.0037 -3.2078  C6 1.096
36 H -4.1202 1.4984 -2.5479  C6 1.093
37 H -5.7247 1.6788 -1.0474  N7 1.013
38 H -6.0559 0.0548 -0.9314  N7 1.013
39 H -1.4822 -3.2749 -1.9196  C10 1.100
40 H -1.1129 -3.9405 -0.3396  C10 1.102
41 H -3.0658 -4.9756 -0.3092  C11 1.095
42 H -3.9297 -3.3648 -0.3015  C11 1.094
43 H -0.3590 -2.0120 1.2876  C13 1.104
44 H -1.9097 -2.7775 1.5986  C13 1.096
45 H -1.3086 0.1655 1.8498  C14 1.094
46 H -3.0050 -0.4617 1.6108  C14 1.093
47 H -1.9273 -2.1595 3.5958  C15 1.109
48 H -2.9964 -0.7292 3.8433  C15 1.091
49 H -1.2730 -0.0873 5.1934  C16 1.093
50 H -0.4105 0.4312 3.7174  C16 1.093
51 H 0.6233 -2.9872 3.0682  O20 0.976
52 H 1.0242 -1.8962 -0.1220  N22 1.011
53 H 0.5930 -2.8291 -1.4668  N22 1.012
54 H 0.6832 1.0236 -1.8532  C23 1.092
55 H -0.2641 0.3467 -3.2098  C23 1.092
56 H 1.8776 -2.2389 -3.4033  O26 0.968
57 C -1.4713 -9.4511 -0.6306  C58 1.506, H61 1.089, H62 1.091, H63 1.091
58 C -2.4895 -8.4714 -0.1107  C57 1.506, O59 1.214, C60 1.508
59 O -2.1669 -7.3563 0.2434  C58 1.214
60 C -3.9238 -8.9322 -0.0488  C58 1.508, H64 1.091, H65 1.091, H66 1.089
61 H -0.4866 -8.9872 -0.6212  C57 1.089
62 H -1.4484 -10.3382 0.0043  C57 1.091
63 H -1.7158 -9.7338 -1.6558  C57 1.091
64 H -4.0091 -9.7971 0.6107  C60 1.091
65 H -4.2750 -9.1932 -1.0482  C60 1.091
66 H -4.5460 -8.1290 0.3432  C60 1.089
67 C -5.1372 -5.0670 3.4361  C68 1.505, H71 1.089, H72 1.091, H73 1.091
68 C -3.8471 -4.4134 3.8521  C67 1.505, O69 1.217, C70 1.505
69 O -3.1271 -3.8611 3.0412  C68 1.217
70 C -3.4809 -4.4693 5.3104  C68 1.505, H74 1.091, H75 1.091, H76 1.090
71 H -5.2734 -4.9511 2.3618  C67 1.089
72 H -5.1078 -6.1311 3.6738  C67 1.091
73 H -5.9762 -4.5957 3.9502  C67 1.091
74 H -3.3809 -5.5078 5.6290  C70 1.091
75 H -4.2484 -3.9720 5.9058  C70 1.091
76 H -2.5294 -3.9611 5.4678  C70 1.090
77 C 0.6967 8.9179 -1.5688  C78 1.504, H81 1.088, H82 1.092, H83 1.092
78 C 0.5161 7.5859 -2.2440  C77 1.504, O79 1.212, C80 1.506
79 O -0.5820 7.1500 -2.5154  C78 1.212
80 C 1.7615 6.8054 -2.5708  C78 1.506, H84 1.090, H85 1.092, H86 1.091
81 H -0.2783 9.3686 -1.3928  C77 1.088
82 H 1.2016 8.7809 -0.6105  C77 1.092
83 H 1.2798 9.5837 -2.2083  C77 1.092
84 H 2.3043 6.5809 -1.6522  C80 1.090
85 H 2.3954 7.3755 -3.2526  C80 1.092
86 H 1.4822 5.8680 -3.0532  C80 1.091
87 C 4.6579 6.2786 1.5722  C88 1.501, H91 1.088, H92 1.092, H93 1.090
88 C 3.1865 6.0383 1.4004  C87 1.501, O89 1.212, C90 1.510
89 O 2.4985 6.7671 0.7197  C88 1.212
90 C 2.5978 4.8424 2.1094  C88 1.510, H94 1.091, H95 1.092, H96 1.090
91 H 4.9482 7.1626 1.0082  C87 1.088
92 H 4.8971 6.4403 2.6252  C87 1.092
93 H 5.2110 5.4203 1.1897  C87 1.090
94 H 2.7386 4.9404 3.1868  C90 1.091
95 H 3.0766 3.9279 1.7546  C90 1.092
96 H 1.5301 4.7873 1.8981  C90 1.090
97 C 5.3414 3.1370 -2.9301  C98 1.508, H101 1.089, H102 1.091, H103 1.091
98 C 5.2954 4.5636 -2.4435  C97 1.508, O99 1.211, C100 1.508
99 O 5.3735 4.8305 -1.2647  C98 1.211
100 C 5.1492 5.6433 -3.4861  C98 1.508, H104 1.091, H105 1.091, H106 1.089
101 H 5.4477 2.4690 -2.0772  C97 1.089
102 H 4.4183 2.8896 -3.4570  C97 1.091
103 H 6.1965 2.9987 -3.5935  C97 1.091
104 H 4.2163 5.5072 -4.0358  C100 1.091
105 H 5.9937 5.6119 -4.1763  C100 1.091
106 H 5.1305 6.6162 -2.9979  C100 1.089
107 C 0.0564 -6.7495 -4.2409  C108 1.511, H111 1.090, H112 1.091, H113 1.092
108 C 0.5531 -8.1735 -4.1460  C107 1.511, O109 1.209, C110 1.508
109 O 1.1668 -8.5630 -3.1795  C108 1.209
110 C 0.2495 -9.0854 -5.3083  C108 1.508, H114 1.091, H115 1.092, H116 1.088
111 H 0.3438 -6.2087 -3.3398  C107 1.090
112 H 0.5017 -6.2559 -5.1064  C107 1.091
113 H -1.0316 -6.7379 -4.3272  C107 1.092
114 H 0.7027 -8.6924 -6.2198  C110 1.091
115 H -0.8302 -9.1749 -5.4411  C110 1.092
116 H 0.6618 -10.0725 -5.1089  C110 1.088
117 C 2.6313 -6.6521 7.6147  C118 1.511, H121 1.088, H122 1.092, H123 1.091
118 C 2.4967 -5.2481 8.1565  C117 1.511, O119 1.209, C120 1.509
119 O 2.5951 -5.0183 9.3390  C118 1.209
120 C 2.2339 -4.1477 7.1577  C118 1.509, H124 1.090, H125 1.092, H126 1.088
121 H 2.8172 -7.3401 8.4374  C117 1.088
122 H 1.7094 -6.9476 7.1105  C117 1.092
123 H 3.4686 -6.7041 6.9166  C117 1.091
124 H 1.2950 -4.3336 6.6362  C120 1.090
125 H 3.0555 -4.0907 6.4406  C120 1.092
126 H 2.1598 -3.1958 7.6796  C120 1.088
127 C 2.4631 13.8782 -2.6520  C128 1.509, H131 1.088, H132 1.091, H133 1.091
128 C 2.2775 12.5427 -3.3288  C127 1.509, O129 1.210, C130 1.510
129 O 1.1771 12.1174 -3.5958  C128 1.210
130 C 3.5258 11.7594 -3.6587  C128 1.510, H134 1.092, H135 1.091, H136 1.089
131 H 1.4893 14.3304 -2.4740  C127 1.088
132 H 2.9694 13.7443 -1.6945  C127 1.091
133 H 3.0481 14.5423 -3.2904  C127 1.091
134 H 4.0780 11.5345 -2.7445  C130 1.092
135 H 4.1565 12.3320 -4.3405  C130 1.091
136 H 3.2475 10.8235 -4.1409  C130 1.089

Total charge   +1
HOMO energy   -0.3903 Eh
2S+1   1
Orbital gap   7.132 eV

---

# C37H79F6N5O5S2

A cluster of 6 separate species, C37H79F6N5O5S2 in total at a distorted geometry (ωB97M-V/def2-TZVPD, the OMol25 dataset).

Each atom is followed by the atoms it is bonded to, with distances in Å.
CARTESIAN COORDINATES (ANGSTROEM)
1 O -0.0585 0.6654 0.3058  H2 0.928
2 H -0.3740 -0.1601 0.0218  O1 0.928
3 C -3.9576 2.9503 3.3609  C4 1.573, H13 1.119, H14 1.083, H15 1.101
4 C -2.8525 3.1255 2.2552  C3 1.573, C5 1.528, H16 1.134, H17 1.094
5 C -3.0971 2.3058 0.9890  C4 1.528, C6 1.488, H18 1.104, H19 1.066
6 C -3.0795 0.8297 1.1782  C5 1.488, N7 1.544, H20 1.073, H21 1.162
7 N -3.5690 0.0448 -0.0585  C6 1.544, C8 1.535, C11 1.418, C12 1.543
8 C -5.0835 0.1263 -0.2978  N7 1.535, C9 1.579, H22 1.084, H23 1.062
9 C -5.6742 -1.1648 0.3927  C8 1.579, C10 1.575, H24 1.061, H25 1.122
10 C -4.3853 -1.9727 0.8010  C9 1.575, C11 1.522, H26 1.139, H27 1.095
11 C -3.2603 -1.3380 -0.0040  N7 1.418, C10 1.522, H28 1.071, H29 1.046
12 C -2.9107 0.5740 -1.3502  N7 1.543, H30 1.077, H31 1.087, H32 1.057
13 H -4.9590 3.1654 2.9110  C3 1.119
14 H -3.7834 3.3988 4.3307  C3 1.083
15 H -4.0203 1.8610 3.5046  C3 1.101
16 H -1.8197 2.9734 2.6988  C4 1.134
17 H -2.8335 4.1411 1.8488  C4 1.094
18 H -2.3518 2.4831 0.1936  C5 1.104
19 H -4.0423 2.5742 0.5757  C5 1.066
20 H -3.6401 0.4547 2.0124  C6 1.073
21 H -1.9886 0.4846 1.3809  C6 1.162
22 H -5.2676 0.0766 -1.3651  C8 1.084
23 H -5.4620 1.0241 0.1252  C8 1.062
24 H -6.2851 -1.7233 -0.2709  C9 1.061
25 H -6.1108 -0.9407 1.4018  C9 1.122
26 H -4.4167 -3.0535 0.4434  C10 1.139
27 H -4.2184 -1.8942 1.8804  C10 1.095
28 H -3.3436 -1.6898 -1.0124  C11 1.071
29 H -2.2733 -1.5255 0.2881  C11 1.046
30 H -3.0823 -0.1258 -2.1505  C12 1.077
31 H -1.8345 0.5038 -1.2170  C12 1.087
32 H -3.2908 1.5177 -1.6378  C12 1.057
33 C -0.1606 0.6043 -5.3082  C34 1.553, H43 1.070, H44 1.101, H45 1.057
34 C 0.7291 -0.6622 -5.4414  C33 1.553, C35 1.507, H46 1.139, H47 1.111
35 C 1.2189 -1.0950 -4.0837  C34 1.507, C36 1.603, H48 1.099, H49 1.085
36 C 2.4360 -2.1377 -4.0668  C35 1.603, N37 1.462, H50 1.074, H51 1.106
37 N 2.8967 -2.7588 -2.8263  C36 1.462, C38 1.573, C41 1.474, C42 1.459
38 C 4.2008 -3.5735 -3.1595  N37 1.573, C39 1.473, H52 1.116, H53 1.105
39 C 3.7933 -4.8516 -3.7685  C38 1.473, C40 1.526, H54 1.116, H55 1.080
40 C 2.3808 -5.1278 -3.2602  C39 1.526, C41 1.536, H56 1.102, H57 1.093
41 C 2.0471 -3.8901 -2.4133  N37 1.474, C40 1.536, H58 1.074, H59 1.124
42 C 3.0313 -1.8129 -1.7233  N37 1.459, H60 1.040, H61 1.072, H62 1.072
43 H -1.0295 0.3830 -4.7246  C33 1.070
44 H -0.4619 1.0676 -6.2606  C33 1.101
45 H 0.2957 1.3371 -4.6987  C33 1.057
46 H 1.6149 -0.3441 -6.0836  C34 1.139
47 H 0.1695 -1.4126 -6.0393  C34 1.111
48 H 0.3783 -1.5023 -3.5043  C35 1.099
49 H 1.5285 -0.2470 -3.4826  C35 1.085
50 H 3.2804 -1.5731 -4.4154  C36 1.074
51 H 2.2676 -2.9400 -4.8086  C36 1.106
52 H 4.6383 -3.8350 -2.1671  C38 1.116
53 H 4.8225 -2.9667 -3.8416  C38 1.105
54 H 4.5983 -5.5879 -3.5317  C39 1.116
55 H 3.9865 -4.7989 -4.8295  C39 1.080
56 H 2.2643 -6.0482 -2.6653  C40 1.102
57 H 1.7256 -5.3699 -4.1003  C40 1.093
58 H 2.4080 -4.0964 -1.4229  C41 1.074
59 H 0.9603 -3.6216 -2.5173  C41 1.124
60 H 3.4814 -0.9284 -2.0353  C42 1.040
61 H 3.6960 -2.2056 -0.9798  C42 1.072
62 H 2.0525 -1.6997 -1.2997  C42 1.072
63 C -2.8857 4.5647 -3.7192  C64 1.550, H73 1.107, H74 1.130, H75 1.127
64 C -1.8608 3.5336 -3.1802  C63 1.550, C65 1.529, H76 1.127, H77 1.070
65 C -0.7349 4.1702 -2.3640  C64 1.529, C66 1.565, H78 1.111, H79 1.151
66 C 0.1921 3.0092 -1.8733  C65 1.565, N67 1.605, H80 1.085, H81 1.115
67 N 1.4247 3.5927 -1.0264  C66 1.605, C68 1.544, C71 1.533, C72 1.492
68 C 2.1702 4.6989 -1.8033  N67 1.544, C69 1.546, H82 1.052, H83 1.098
69 C 3.6340 4.6075 -1.3150  C68 1.546, C70 1.521, H84 1.130, H85 1.078
70 C 3.8161 3.0980 -1.3608  C69 1.521, C71 1.548, H86 1.101, H87 1.095
71 C 2.4697 2.4762 -0.9181  N67 1.533, C70 1.548, H88 1.043, H89 1.067
72 C 1.0313 3.9990 0.3547  N67 1.492, H90 1.054, H91 1.056, H92 1.087
73 H -2.4254 5.1884 -4.5093  C63 1.107
74 H -3.2110 5.2400 -2.8730  C63 1.130
75 H -3.7909 4.0359 -4.1326  C63 1.127
76 H -1.3758 3.0111 -4.0530  C64 1.127
77 H -2.2346 2.8057 -2.4903  C64 1.070
78 H -1.1208 4.8479 -1.5732  C65 1.111
79 H -0.1386 4.8664 -3.0603  C65 1.151
80 H 0.7097 2.5244 -2.6951  C66 1.085
81 H -0.2865 2.2607 -1.1995  C66 1.115
82 H 1.8025 5.6610 -1.5910  C68 1.052
83 H 2.0218 4.4388 -2.8601  C68 1.098
84 H 3.5833 5.0367 -0.2713  C69 1.130
85 H 4.3168 5.1758 -1.9261  C69 1.078
86 H 4.6800 2.7260 -0.7886  C70 1.101
87 H 4.0597 2.8758 -2.4053  C70 1.095
88 H 2.5671 2.2195 0.0887  C71 1.043
89 H 2.1534 1.5853 -1.4122  C71 1.067
90 H 1.9276 4.2602 0.8443  C72 1.054
91 H 0.4987 3.1824 0.7615  C72 1.056
92 H 0.4055 4.8811 0.2460  C72 1.087
93 C -2.1850 -1.4800 4.1221  C94 1.521, H102 1.093, H103 1.083, H104 1.074
94 C -1.0686 -0.4594 4.2804  C93 1.521, C95 1.541, H105 1.052, H106 1.077
95 C 0.0941 -0.6476 3.2867  C94 1.541, N96 1.562, H107 1.120, H108 1.074
96 N 1.3735 0.2175 3.5231  C95 1.562, C97 1.494, C98 1.502, C101 1.491
97 C 2.1847 0.1218 2.2725  N96 1.494, H109 1.102, H110 1.119, H111 1.082
98 C 2.0503 -0.3723 4.7269  N96 1.502, C99 1.586, H112 1.113, H113 1.083
99 C 2.2531 0.8076 5.7667  C98 1.586, C100 1.527, H114 1.092, H115 1.030
100 C 1.2507 1.8691 5.3178  C99 1.527, C101 1.541, H116 1.135, H117 1.108
101 C 1.1158 1.6602 3.7973  N96 1.491, C100 1.541, H118 1.100, H119 1.086
102 H -1.9345 -2.5390 4.0180  C93 1.093
103 H -2.8431 -1.2584 3.2911  C93 1.083
104 H -2.8436 -1.2635 4.9422  C93 1.074
105 H -0.7569 -0.5438 5.2818  C94 1.052
106 H -1.4817 0.5282 4.1629  C94 1.077
107 H -0.2669 -0.3749 2.2622  C95 1.120
108 H 0.4784 -1.6475 3.3598  C95 1.074
109 H 2.4098 -0.9229 2.0015  C97 1.102
110 H 3.1675 0.6203 2.4658  C97 1.119
111 H 1.5979 0.5715 1.4820  C97 1.082
112 H 2.9986 -0.8737 4.4294  C98 1.113
113 H 1.3744 -1.1052 5.1492  C98 1.083
114 H 3.2861 1.1563 5.7036  C99 1.092
115 H 2.1181 0.5331 6.7505  C99 1.030
116 H 1.3998 2.9738 5.5323  C100 1.135
117 H 0.3012 1.4924 5.7460  C100 1.108
118 H 1.9434 2.1666 3.2779  C101 1.100
119 H 0.2333 2.0080 3.2677  C101 1.086
120 C 0.7234 -4.7146 3.9573  F121 1.319, F122 1.280, F123 1.367, S124 1.827
121 F -0.3166 -5.1895 3.2996  C120 1.319
122 F 0.3195 -3.8628 4.8227  C120 1.280
123 F 1.4414 -5.7155 4.5488  C120 1.367
124 S 1.9267 -4.0351 2.7622  C120 1.827, O125 1.421, O126 1.387, N127 1.627
125 O 2.5484 -2.9154 3.3788  S124 1.421
126 O 2.5618 -5.1939 2.3401  S124 1.387
127 N 1.2699 -3.4915 1.3760  S124 1.627, S128 1.496
128 S -0.1294 -3.4035 0.8558  N127 1.496, O129 1.448, O130 1.447, C131 1.864
129 O -1.1335 -3.0620 1.8419  S128 1.448
130 O -0.1582 -2.6443 -0.3752  S128 1.447
131 C -0.5621 -5.0988 0.2135  S128 1.864, F132 1.344, F133 1.366, F134 1.346
132 F -0.9186 -6.0983 1.0375  C131 1.344
133 F -1.5774 -4.8436 -0.6646  C131 1.366
134 F 0.4303 -5.5395 -0.5822  C131 1.346

Total charge   +2
HOMO energy   -0.4611 Eh
2S+1   1
Orbital gap   8.607 eV